No. 1
{
  "formula": "C21H22N4O",
  "method": "wB97M-V/def2-TZVPD",
  "species": ["O", "C", "N", "C", "C", "C", "C", "C", "C", "C", "C", "C", "C", "H", "H", "H", "H", "H", "H", "H", "H", "C", "N", "C", "H", "C", "N", "C", "N", "C", "C", "C", "C", "H", "H", "H", "H", "C", "H", "C", "H", "H", "H", "H", "H", "H", "H", "H"],
  "positions_angstrom": [[-0.958692, 0.420277, -1.638409], [0.045704, 0.048716, -1.073604], [0.370205, -1.233627, -0.779584], [-0.352455, -2.405582, -1.006917], [-1.567062, -2.428751, -1.647987], [-2.245424, -3.646311, -1.849552], [-3.494182, -3.697481, -2.504973], [-4.136167, -4.889215, -2.692563], [-3.562364, -6.085787, -2.234521], [-2.353946, -6.069727, -1.595421], [-1.666896, -4.857236, -1.386844], [-0.418215, -4.801012, -0.731720], [0.221511, -3.611499, -0.545860], [1.178096, -3.575051, -0.042506], [0.025648, -5.720450, -0.377220], [-1.906529, -6.987761, -1.240790], [-4.084269, -7.018451, -2.391882], [-5.092076, -4.920244, -3.194967], [-3.931327, -2.773597, -2.854731], [-2.009166, -1.511510, -2.000418], [1.249770, -1.332111, -0.282524], [1.140182, 1.028491, -0.638315], [1.929086, 0.495667, 0.460404], [3.242601, 1.097475, 0.576095], [3.793715, 0.932918, -0.352835], [3.168158, 2.606947, 0.872485], [2.069125, 2.854664, 1.775947], [1.418353, 4.047697, 1.851457], [0.336207, 4.080860, 2.636050], [-0.347392, 5.205491, 2.736566], [-0.015449, 6.371608, 2.073133], [1.119052, 6.350172, 1.269750], [1.852221, 5.190025, 1.153591], [2.747355, 5.173442, 0.553503], [1.432665, 7.240257, 0.742527], [-0.609676, 7.264104, 2.182597], [-1.211127, 5.155422, 3.387943], [1.684253, 1.741850, 2.609402], [2.541487, 1.449931, 3.229674], [1.226375, 0.552843, 1.744250], [0.155418, 0.618854, 1.549424], [1.417820, -0.380543, 2.286513], [0.876417, 2.080162, 3.256512], [4.122542, 2.954278, 1.296749], [2.993795, 3.144871, -0.063663], [3.770814, 0.575143, 1.377630], [1.793610, 1.170759, -1.505076], [0.658076, 1.990534, -0.418553]],
  "forces_ev_per_angstrom": [[-0.214, 0.101, -0.136], [0.333, 0.164, 0.136], [0.306, -0.278, 0.186], [-0.543, 0.001, -0.322], [0.165, 0.239, 0.060], [0.215, -0.373, 0.168], [-0.155, -0.088, -0.070], [-0.034, 0.255, -0.048], [0.162, -0.221, 0.113], [-0.153, -0.114, -0.070], [-0.179, 0.246, -0.127], [0.164, 0.161, 0.070], [-0.026, -0.210, 0.016], [0.094, -0.036, 0.051], [0.062, -0.066, 0.041], [0.026, -0.094, 0.028], [-0.010, -0.081, 0.006], [-0.066, 0.038, -0.041], [-0.057, 0.085, -0.042], [0.006, 0.061, -0.010], [-0.123, 0.163, -0.052], [-0.078, 0.034, -0.015], [0.077, 0.109, -0.203], [0.087, 0.096, -0.007], [0.053, 0.020, 0.099], [0.114, 0.019, -0.037], [0.095, -0.336, -0.128], [-0.218, 0.386, 0.074], [0.127, -0.249, -0.029], [-0.098, 0.263, -0.034], [0.025, 0.105, -0.046], [-0.146, -0.082, 0.110], [0.083, -0.067, -0.041], [0.075, -0.020, -0.035], [0.029, 0.038, -0.035], [-0.068, 0.060, 0.033], [-0.086, 0.109, 0.023], [-0.095, -0.234, 0.109], [-0.085, -0.006, 0.020], [0.055, -0.042, 0.283], [-0.013, -0.022, 0.036], [-0.136, 0.070, 0.057], [0.179, -0.179, 0.002], [-0.007, 0.012, -0.135], [0.038, 0.003, 0.051], [0.067, 0.036, -0.067], [-0.029, 0.024, 0.014], [-0.016, -0.103, -0.055]],
  "mulliken_charge": [-0.678, 0.257, -0.078, 0.754, -0.427, 0.474, -0.889, -0.476, -0.514, -0.600, 0.862, -1.162, -0.681, 0.385, 0.360, 0.369, 0.380, 0.383, 0.412, 0.576, 0.209, -0.410, -0.092, -1.114, 0.424, -0.887, 0.156, 0.935, -0.355, -0.410, -0.513, -0.515, -0.555, 0.331, 0.397, 0.373, 0.394, -0.827, 0.283, -0.768, 0.437, 0.346, 0.407, 0.386, 0.546, 0.421, 0.481, 0.214],
  "smiles": "O=C(CN1CCN(c2ccccn2)CC1)Nc1ccc2ccccc2c1",
  "homo_ev": -7.88,
  "e_above_lowest_kcal_mol": 21.3,
  "largest_force_ha_per_bohr": 0.012
}

No. 2
{
  "formula": "C5H7NO2",
  "method": "wB97M-V/def2-TZVPD",
  "species": ["C", "C", "C", "C", "C", "H", "H", "H", "H", "H", "H", "H", "N", "O", "O"],
  "positions_angstrom": [[1.295465, 0.859435, -1.700736], [0.045980, 0.649846, -0.840499], [-0.683792, -1.413505, 0.264557], [-0.971799, -0.146771, 1.074550], [0.266969, 0.520490, 0.678576], [2.256630, 0.741861, -1.183326], [-0.861484, 1.257412, -1.149817], [-1.669789, -1.878852, -0.053990], [0.040506, -2.199445, 0.652303], [-1.904360, 0.354685, 0.798678], [0.335512, 0.329005, 2.652719], [1.161800, -0.146769, 0.692658], [-0.300537, 0.744514, 1.955872], [1.193233, 1.121408, -2.880058], [-0.204333, -0.793314, -0.961487]],
  "forces_ev_per_angstrom": [[-1.348, 0.450, -1.037], [-0.869, -0.044, 0.976], [-1.425, -0.611, 0.073], [-1.325, -1.773, -0.165], [2.159, 0.822, -1.512], [0.242, -0.115, -0.036], [1.266, -0.627, 0.120], [1.240, 0.162, 0.608], [-0.828, 1.162, -0.371], [0.260, -0.448, -0.362], [-0.452, 0.356, -0.351], [-0.610, 0.349, 0.385], [0.997, 0.777, 2.073], [0.473, -0.165, 1.170], [0.219, -0.293, -1.571]],
  "mulliken_charge": [-0.205, 0.159, -0.428, -0.104, 0.068, 0.314, 0.309, 0.263, 0.240, 0.285, 0.293, 0.237, -0.568, -0.461, -0.403],
  "smiles": "O=C[C@H]1OC[C@H]2N[C@@H]21",
  "homo_ev": -9.31,
  "e_above_lowest_kcal_mol": 121.4,
  "largest_force_ha_per_bohr": 0.054
}

No. 3
{
  "formula": "C4H12N4S2",
  "method": "wB97M-V/def2-TZVPD",
  "species": ["C", "C", "C", "C", "N", "N", "N", "N", "S", "S", "H", "H", "H", "H", "H", "H", "H", "H", "H", "H", "H", "H"],
  "positions_angstrom": [[-0.285371, 0.002770, -2.734395], [0.993187, -0.682987, -2.266275], [0.948583, 0.894634, 1.939669], [-0.305935, 0.629382, 1.080538], [-1.201706, -0.309023, 1.815665], [0.207472, 0.271776, -0.160157], [-0.701254, 0.913353, -1.672989], [-0.491602, -1.392123, 2.453638], [0.687518, -1.210656, -0.586216], [1.375446, -0.699408, 2.669580], [-0.059046, 0.419202, -3.771689], [-1.047315, -0.693197, -2.899780], [1.238851, -1.499684, -2.870558], [1.808811, 0.106416, -2.278116], [1.869959, 1.151743, 1.304957], [0.810983, 1.557835, 2.895817], [-1.040603, 1.470278, 1.045726], [-1.744619, 0.131002, 2.510570], [-0.027671, 1.738488, -1.778951], [-1.629830, 1.074851, -1.787456], [-0.949285, -1.667356, 3.289468], [-0.456572, -2.207296, 1.800953]],
  "forces_ev_per_angstrom": [[0.891, -0.027, -0.640], [1.159, 2.237, 0.828], [1.023, 0.688, 2.029], [-1.810, 0.432, 2.408], [1.099, -1.732, -1.203], [0.259, 0.760, -1.897], [5.413, 0.647, -1.291], [2.097, 1.508, -2.485], [-0.346, -0.691, -0.422], [-1.135, -1.442, 0.173], [-0.317, 0.231, 1.538], [-1.282, -1.190, -0.101], [0.546, -1.287, -0.869], [-0.636, -1.163, 0.115], [-1.438, 0.011, 1.020], [0.006, -0.602, -2.411], [1.187, 0.018, -0.572], [-0.730, 0.865, 0.847], [-1.986, -0.822, 0.627], [-3.679, 1.206, 0.260], [-0.394, -0.290, 1.387], [0.074, 0.643, 0.659]],
  "mulliken_charge": [-0.616, -0.557, -0.536, -0.289, -0.327, 0.077, -0.239, -0.230, 0.132, 0.188, 0.326, 0.401, 0.443, 0.329, 0.402, 0.391, 0.444, 0.298, 0.408, 0.250, 0.345, 0.360],
  "homo_ev": [-16.90, -16.90],
  "charge": 2,
  "e_above_lowest_kcal_mol": 20.2,
  "largest_force_ha_per_bohr": 0.109
}

No. 4
{
  "formula": "C21H16AuN7O2S2",
  "method": "wB97M-V/def2-TZVPD",
  "species": ["Au", "C", "C", "N", "C", "C", "C", "C", "C", "C", "C", "C", "C", "N", "C", "H", "H", "H", "H", "H", "H", "H", "H", "O", "S", "O", "N", "C", "S", "C", "C", "C", "C", "C", "C", "H", "H", "H", "H", "N", "C", "N", "N", "C", "N", "H", "H", "H", "H"],
  "positions_angstrom": [[0.223562, 0.196862, -0.060698], [4.453291, -0.547511, 1.290091], [3.316367, -0.037183, 0.660849], [2.108166, -0.488478, 0.921001], [1.931569, -1.463106, 1.832315], [3.029977, -2.062304, 2.493396], [4.314921, -1.575679, 2.193469], [2.792676, -3.104334, 3.435465], [1.531640, -3.497018, 3.741678], [0.400766, -2.892414, 3.121975], [-0.927355, -3.241942, 3.426130], [-1.960529, -2.619344, 2.767791], [-1.668994, -1.643829, 1.806393], [-0.433993, -1.306471, 1.523155], [0.603541, -1.885776, 2.146644], [5.418897, -0.132332, 1.052172], [3.396111, 0.750136, -0.074189], [5.176227, -2.008989, 2.679598], [3.648118, -3.567788, 3.903145], [1.364332, -4.277595, 4.467396], [-1.119467, -3.993733, 4.179018], [-2.988809, -2.861966, 2.979486], [-2.451475, -1.130543, 1.265580], [-2.642526, -1.767165, -2.295051], [-2.447038, -0.427095, -2.730241], [-3.460214, 0.545124, -2.511272], [-1.001921, 0.138524, -1.969024], [-0.093371, 0.405045, -2.853086], [1.415326, 0.854757, -2.205812], [-0.422439, 0.190547, -4.244751], [0.378119, 0.362008, -5.369124], [-0.133281, -0.010037, -6.603866], [-1.415905, -0.531699, -6.717500], [-2.235124, -0.680568, -5.594050], [-1.714439, -0.321427, -4.379563], [1.371150, 0.772436, -5.271529], [0.481518, 0.104583, -7.485489], [-1.794176, -0.818537, -7.687694], [-3.239677, -1.060630, -5.684539], [-2.309470, 5.302773, 1.492219], [-1.492514, 4.746467, 2.385472], [-1.095044, 5.429309, 3.452701], [-1.029037, 3.514226, 2.267805], [-1.047701, 2.595890, 1.429579], [-1.044980, 1.643317, 0.749838], [-2.652024, 6.241331, 1.620846], [-2.654615, 4.785623, 0.698920], [-1.403556, 6.371694, 3.627454], [-0.476600, 5.004838, 4.125901]],
  "forces_ev_per_angstrom": [[3.170, -2.256, -1.025], [-0.104, -0.181, 0.155], [0.282, 0.241, -0.225], [-1.274, 0.586, -0.823], [0.134, -0.633, 0.571], [-0.348, 0.437, -0.420], [-0.181, 0.183, -0.196], [-0.338, -0.196, 0.182], [0.500, 0.020, 0.031], [-0.037, 0.577, -0.552], [-0.102, 0.152, -0.173], [0.177, -0.024, 0.080], [-0.342, -0.109, 0.092], [0.046, 1.084, -1.138], [0.277, -0.739, 0.705], [0.072, 0.028, -0.060], [0.056, 0.035, -0.002], [0.088, -0.019, 0.043], [0.038, -0.051, 0.087], [-0.014, -0.093, 0.075], [-0.033, -0.052, 0.010], [-0.097, -0.025, -0.006], [-0.056, 0.022, -0.022], [0.171, -0.175, -0.119], [-0.126, -0.035, 0.023], [0.093, 0.146, -0.212], [0.360, -0.054, -0.165], [-0.679, -0.275, 0.072], [-0.454, -0.033, 2.118], [-0.237, -0.149, -0.912], [-0.238, -0.028, 0.431], [0.049, -0.006, -0.066], [-0.046, 0.104, 0.223], [-0.151, -0.007, -0.173], [0.345, 0.193, 0.896], [0.168, 0.030, -0.073], [-0.030, -0.003, -0.031], [-0.015, -0.017, -0.033], [-0.103, -0.099, -0.028], [-0.147, 0.304, -0.005], [0.128, -0.603, -0.448], [-0.104, 0.445, 0.178], [0.455, 0.974, 1.574], [-0.477, -0.722, -0.934], [-0.856, 1.239, 0.411], [-0.033, -0.047, -0.061], [0.104, -0.023, 0.139], [-0.010, -0.057, -0.006], [-0.080, -0.087, -0.188]],
  "mulliken_charge": [0.850, -0.910, 0.053, -0.288, 0.432, 0.871, -0.443, -0.900, -0.887, 0.848, -0.522, -0.940, -0.103, -0.233, 0.143, 0.432, 0.383, 0.469, 0.438, 0.444, 0.470, 0.432, 0.503, -0.568, 0.999, -0.572, -0.334, 1.289, -0.330, 0.353, -0.740, -0.666, -0.526, -0.569, 0.223, 0.366, 0.412, 0.423, 0.471, -0.333, 0.664, -0.359, -0.526, 0.484, -0.553, 0.215, 0.207, 0.196, 0.235],
  "homo_ev": [-14.64, -14.64],
  "charge": 2,
  "largest_force_ha_per_bohr": 0.078
}